Here is a structure of composition C18H26BBeCl4F10N7O4S2 at a distorted geometry from OMol25. Energies are from ωB97M-V/def2-TZVPD.

Its total charge is +1. The LUMO energy (spin up / spin down) is -0.219 / -0.390 hartree. The multiplicity is 2. Its expectation value of S² is 0.75. The value obtained for the total energy is -5060.70279 a.u.

Geometry (Å):
Be1 -1.389 16.785 -22.447
B1 -0.204 16.516 -25.280
F1 0.385 17.168 -24.188
F2 -1.073 15.612 -24.749
F3 -0.871 17.401 -26.035
F4 0.701 15.810 -25.992
C1 -4.658 16.609 -19.610
F5 -5.151 15.360 -19.748
F6 -5.573 17.364 -18.932
F7 -3.424 16.614 -19.118
S1 -4.451 17.420 -21.372
O1 -5.795 17.908 -21.805
O2 -3.444 18.456 -21.250
N1 -3.701 16.105 -22.330
S2 -4.956 15.485 -23.033
O3 -6.064 15.070 -22.197
O4 -5.347 16.122 -24.288
C2 -4.053 13.826 -23.575
F8 -4.808 13.014 -24.393
F9 -2.879 14.022 -24.172
F10 -3.764 13.176 -22.371
C3 -1.966 10.263 -24.820
C4 -3.050 9.998 -23.786
N2 -3.839 9.821 -22.932
H1 -0.985 9.903 -24.509
H2 -1.907 11.347 -24.914
H3 -2.359 9.908 -25.772
C5 -5.928 11.847 -20.713
C6 -5.490 11.146 -19.497
N3 -5.145 10.589 -18.488
H4 -6.051 12.927 -20.633
H5 -6.785 11.410 -21.225
H6 -5.017 11.690 -21.290
C7 -8.141 20.440 -22.766
C8 -7.558 21.190 -21.682
N4 -7.109 21.710 -20.783
H7 -7.364 19.905 -23.311
H8 -8.632 21.211 -23.360
H9 -8.861 19.705 -22.405
C9 -2.600 20.013 -26.134
C10 -2.686 19.050 -25.054
N5 -2.792 18.312 -24.163
H10 -3.523 20.195 -26.685
H11 -1.867 19.560 -26.801
H12 -2.188 20.917 -25.684
C11 0.158 16.447 -17.615
C12 -0.400 16.807 -18.924
N6 -0.843 17.106 -19.957
H13 0.201 15.358 -17.612
H14 -0.464 16.766 -16.778
H15 1.198 16.754 -17.505
C13 -3.651 21.629 -21.852
C14 -2.717 22.277 -22.769
N7 -1.947 22.779 -23.482
H16 -4.130 22.479 -21.367
H17 -3.201 21.025 -21.064
H18 -4.456 21.149 -22.408
Cl1 -9.658 14.936 -20.705
C15 -8.672 16.431 -20.337
C16 -9.132 17.368 -19.189
Cl2 -9.033 16.587 -17.558
H19 -8.721 17.016 -21.256
H20 -7.599 16.268 -20.232
H21 -10.187 17.585 -19.351
H22 -8.525 18.269 -19.273
Cl3 -4.576 17.234 -12.582
C17 -4.666 17.160 -14.407
C18 -6.058 17.319 -14.983
Cl4 -7.076 16.029 -14.296
H23 -4.227 16.222 -14.746
H24 -4.110 18.053 -14.693
H25 -6.131 17.360 -16.070
H26 -6.455 18.298 -14.715

Cartesian forces (eV/Å) of the 3 atoms listed first:
-1.781 0.614 -1.778
0.861 -0.549 -1.577
-0.019 0.856 2.801